This record from OMol25 describes a cluster of 2 separate species, CH3FIP in total in a non-equilibrium geometry. The level of theory is ωB97M-V with the def2-TZVPD basis set.

Results
- HOMO (alpha / beta) (eV) = -8.312 / -9.032
- F_max (eV/Å) = 1.3
- energy above the lowest of the compared OMol25 structures with the same formula, charge and spin (kJ/mol) = 188.13

CARTESIAN COORDINATES (ANGSTROEM)
1 C 0.02 -0.02 0.05
2 F -2.57 2.28 -0.09
3 P -2.69 1.10 1.02
4 I -4.12 -0.44 -0.24
5 H 0.47 -1.00 0.28
6 H 0.45 0.92 0.35
7 H -0.58 -0.21 -0.81

The natural (NBO) scheme yields these atomic charges, measured in e: number 1, C, carries -0.54; number 2, F, carries -0.60; number 3, P, carries 0.76; number 4, I, carries -0.16; number 5, H, carries 0.18; number 6, H, carries 0.19; number 7, H, carries 0.17